{"formula": "C4H38N3O12", "method": "ωB97M-V with the def2-TZVPD basis set", "e_homo_ev": -11.7, "charge": 1, "lumo_energy_ev": -2.30, "orbital_gap_ha": 0.3451, "de_lowest_kj_mol": 2.5, "species": ["N", "C", "O", "H", "H", "H", "O", "H", "H", "H", "N", "H", "H", "H", "O", "H", "H", "H", "C", "H", "H", "O", "C", "H", "N", "O", "H", "H", "O", "H", "C", "H", "H", "O", "H", "O", "O", "H", "H", "H", "H", "O", "H", "H", "H", "O", "H", "H", "H", "H", "H", "H", "O", "H", "H", "H", "H"], "xyz": [[1.481, 1.893, -2.514], [0.930, 0.535, -0.508], [-0.349, -0.046, -3.321], [-0.104, -0.949, -3.098], [1.520, 1.177, 4.040], [3.573, -1.239, -0.781], [3.262, 1.762, 1.302], [3.068, -3.128, 0.636], [-0.152, 2.195, 2.713], [2.446, 1.957, -2.852], [0.822, -2.843, 0.469], [-0.008, 3.556, 2.289], [-1.727, -4.273, 0.398], [-0.745, -3.492, -1.818], [-0.265, -1.244, 3.142], [0.925, 2.619, -2.941], [-1.999, 1.558, 2.402], [-0.867, 4.218, -1.847], [1.456, 1.900, -1.010], [-1.132, -0.767, 3.230], [-2.846, -1.690, -2.336], [-0.780, 3.428, -2.399], [2.222, -2.747, 0.056], [-1.374, 2.876, -1.878], [1.603, -0.571, -1.166], [-2.305, -1.015, -1.902], [2.999, 1.158, 2.033], [0.899, 0.051, 3.062], [1.446, 0.867, 3.134], [0.773, -3.814, 0.827], [2.578, -1.276, -0.321], [-0.141, 0.644, -0.808], [2.687, -0.750, 0.642], [-1.784, -3.324, 0.242], [-1.465, -1.521, -1.822], [-2.103, 0.701, 2.853], [-3.884, 0.276, 0.559], [-1.166, -2.932, 0.874], [0.625, -2.219, 1.242], [4.220, 1.772, 1.443], [-3.049, 0.552, 2.709], [-0.143, -2.743, -1.736], [0.988, -1.223, -1.626], [1.023, 0.963, -2.683], [0.127, -2.750, -0.789], [-0.400, 2.739, 1.947], [2.298, -3.312, -0.877], [-3.381, -0.453, 0.160], [-0.350, -1.944, 3.802], [-4.618, 0.327, -0.069], [2.395, 2.239, -0.585], [0.867, 0.603, 0.594], [-2.805, 2.494, -0.590], [0.695, 2.490, -0.457], [-3.013, 1.726, -0.030], [-3.671, 2.916, -0.656], [-1.300, 0.073, -3.381]], "atomic_forces_ev_per_a": [[0.28, -0.68, 1.26], [-0.78, 1.05, -0.96], [1.20, 0.84, -0.60], [-0.64, -0.26, -0.26], [-0.15, -0.48, 0.15], [-0.13, -0.27, 0.07], [0.84, -0.75, 0.97], [-0.66, -0.04, 0.83], [0.16, -0.63, -0.52], [-0.48, -0.43, 0.08], [2.04, -1.49, 2.28], [-0.26, 0.37, -0.67], [-0.19, 0.03, 0.14], [0.08, 0.17, -0.13], [-1.10, -0.36, 0.26], [-0.67, 0.47, 0.08], [0.51, -0.14, 0.11], [0.36, 0.29, -0.44], [-0.50, 0.25, 2.12], [0.80, 0.19, -0.53], [-0.29, 0.30, 0.17], [-0.14, 0.59, 0.37], [1.05, 1.50, -2.42], [-0.51, -0.74, -0.01], [0.32, -0.25, 1.09], [-0.40, -0.62, -0.08], [-0.56, 0.64, -0.47], [0.22, 0.36, 0.80], [0.02, -0.04, -0.45], [-0.52, 0.74, -0.05], [0.17, -0.20, 0.69], [0.55, -0.88, 0.00], [-0.11, 0.15, -0.41], [-0.62, -0.31, 0.45], [-0.16, 0.15, 0.42], [-0.81, 0.42, -0.21], [-0.20, -0.48, -0.36], [-0.45, -0.07, -0.18], [0.10, 0.16, 0.38], [-0.04, 0.32, -0.38], [0.06, -0.34, 0.09], [-0.75, -0.03, -2.75], [0.00, 0.09, 0.29], [0.39, 0.55, -1.12], [0.05, -0.03, 0.73], [0.21, 0.34, 0.96], [-0.16, -0.17, -0.03], [0.34, 0.02, 0.10], [0.39, -0.01, -0.01], [-0.17, 0.17, 0.26], [0.20, -0.46, -0.36], [0.57, -0.48, -0.37], [-0.28, 0.26, 0.03], [0.40, 0.79, -1.46], [0.22, -0.20, -0.09], [0.28, 0.20, -0.20], [-0.09, -0.54, 0.34]], "mulliken_charge": [0.099, 0.570, -0.740, 0.218, 0.273, 0.498, -0.553, 0.497, 0.236, 0.400, -0.569, 0.285, 0.303, 0.305, -0.656, 0.326, 0.346, 0.330, -0.875, 0.378, 0.273, -0.648, -0.962, 0.293, -0.160, -0.611, 0.246, 0.369, -0.679, 0.287, -0.682, 0.031, 0.146, -0.631, 0.392, -0.653, -0.669, 0.298, 0.180, 0.302, 0.270, -0.861, 0.154, 0.247, 0.678, -0.585, 0.387, 0.297, 0.300, 0.312, 0.351, 0.050, -0.592, 0.226, 0.390, 0.227, 0.358]}